[1]
17
Properties=species:S:1:pos:R:3:nbo_charge:R:1 method="wB97M-V/def2-TZVPD" charge=0 e_homo_ev=-8.4 e_lumo_ev=0.860 smiles="C=C(O)/C=C/C.O"
C 2.202 -0.783 1.027 -0.518
C 1.125 -0.825 0.235 0.294
O 0.145 -1.775 0.420 -0.678
C 1.064 -0.064 -1.012 -0.251
C 0.096 -0.130 -1.951 -0.150
C 0.404 0.490 -3.291 -0.657
H 2.339 -1.588 1.737 0.200
H 2.810 0.103 0.938 0.214
H 0.209 -1.986 1.343 0.479
H 1.746 0.767 -1.145 0.203
H -0.637 -0.922 -1.877 0.211
H -0.359 0.192 -4.016 0.216
H 0.368 1.588 -3.259 0.217
H 1.363 0.264 -3.743 0.221
O -4.359 1.429 4.532 -0.939
H -3.604 1.932 4.775 0.469
H -4.911 1.307 5.287 0.470

=====

[2]
17
Properties=species:S:1:pos:R:3:nbo_charge:R:1 method="wB97M-V/def2-TZVPD" charge=0 e_homo_ev=-9.3 e_lumo_ev=0.988 smiles="CC[C@@H](O)CC=O"
C 2.010 0.493 1.410 -0.612
C 1.502 -0.669 0.501 -0.411
C -0.034 -0.418 0.096 0.104
O -0.054 0.970 -0.237 -0.759
C -1.000 -0.586 -1.296 -0.496
C -2.134 0.437 -1.725 0.452
O -2.561 1.413 -1.147 -0.542
H 3.099 0.452 1.563 0.211
H 1.780 1.456 0.956 0.237
H 1.553 0.478 2.410 0.199
H 2.152 -0.710 -0.377 0.204
H 1.676 -1.606 1.055 0.205
H -0.561 -0.609 1.060 0.161
H -0.933 1.302 -0.026 0.485
H -1.597 -1.483 -1.228 0.203
H -0.348 -0.631 -2.177 0.235
H -2.648 0.128 -2.676 0.125

=====

[3]
17
Properties=species:S:1:pos:R:3:nbo_charge:R:1 method="wB97M-V/def2-TZVPD" charge=0 e_homo_ev=-9.8 e_lumo_ev=1.066 smiles=OCCC[C@@H]1CO1
O 0.241 1.651 -1.204 -0.739
C -0.713 1.706 -0.163 -0.068
C -1.502 0.406 0.045 -0.420
C -0.654 -0.787 0.522 -0.430
C 0.612 -0.910 -0.286 0.052
C 1.870 -1.476 0.193 -0.101
O 1.682 -0.072 0.196 -0.540
H 1.057 1.288 -0.828 0.489
H -0.242 2.002 0.786 0.162
H -1.408 2.501 -0.450 0.179
H -2.294 0.601 0.783 0.211
H -2.009 0.152 -0.896 0.203
H -0.360 -0.650 1.571 0.212
H -1.242 -1.712 0.462 0.217
H 0.469 -0.868 -1.367 0.202
H 1.932 -1.944 1.172 0.184
H 2.599 -1.815 -0.540 0.187

=====

[4]
17
Properties=species:S:1:pos:R:3:nbo_charge:R:1 method="wB97M-V/def2-TZVPD" charge=0 e_homo_ev=-9.7 e_lumo_ev=0.769 smiles="C=C(C)C(C)=O.O"
C -0.658 1.296 0.837 -0.463
C -0.341 0.245 0.079 -0.033
C -1.219 -0.320 -1.006 -0.647
C 1.086 -0.237 0.121 0.583
C 1.888 0.290 -1.038 -0.722
O 1.565 -0.932 0.996 -0.550
H -1.625 1.781 0.740 0.208
H 0.057 1.715 1.541 0.211
H -2.276 -0.191 -0.757 0.235
H -1.045 -1.385 -1.191 0.233
H -1.012 0.233 -1.929 0.219
H 1.611 -0.253 -1.948 0.242
H 2.954 0.178 -0.849 0.241
H 1.627 1.342 -1.190 0.236
O -1.066 -1.453 1.755 -0.952
H -1.200 -0.505 1.910 0.474
H -0.099 -1.532 1.822 0.485

=====

[5]
17
Properties=species:S:1:pos:R:3:nbo_charge:R:1 method="wB97M-V/def2-TZVPD" charge=0 e_homo_ev=-8.7 e_lumo_ev=1.041 smiles="C[C@@H]1CO1.C=CO"
C 0.455 -0.558 -2.125 -0.646
C 0.513 0.792 -1.465 0.060
C 0.907 0.888 -0.064 -0.112
O -0.466 1.034 -0.452 -0.537
H 1.440 -0.814 -2.527 0.219
H 0.158 -1.322 -1.397 0.233
H -0.269 -0.563 -2.945 0.220
H 0.674 1.657 -2.104 0.188
H 1.165 -0.028 0.462 0.203
H 1.333 1.793 0.363 0.194
C -0.584 0.193 2.347 -0.562
C -0.882 -0.983 1.792 0.156
O -1.513 -1.187 0.612 -0.706
H -0.872 1.135 1.888 0.206
H 0.016 0.232 3.248 0.209
H -0.598 -1.926 2.253 0.173
H -1.474 -0.345 0.114 0.502

=====

[6]
17
Properties=species:S:1:pos:R:3:nbo_charge:R:1 method="wB97M-V/def2-TZVPD" charge=0 e_homo_ev=-9.5 e_lumo_ev=0.327
O -2.610 -0.248 -0.646 -0.715
C -1.843 0.240 0.406 -0.121
C -0.589 0.893 -0.072 0.111
C 0.553 1.020 0.800 -0.510
C 1.780 -0.209 0.022 -0.294
C 0.896 -1.205 -0.630 -0.104
O -0.048 -0.642 -1.399 -0.675
H -1.967 -0.707 -1.210 0.502
H -1.588 -0.531 1.154 0.162
H -2.457 0.978 0.926 0.201
H -0.712 1.619 -0.865 0.217
H 0.430 0.616 1.803 0.220
H 1.085 1.959 0.761 0.234
H 2.454 -0.600 0.796 0.212
H 2.277 0.458 -0.683 0.205
H 0.567 -2.008 0.055 0.149
H 1.777 -1.610 -1.193 0.205